No. 1
Formula: C27H28NOPPtS2
Source: OMol25
Level of theory: ωB97M-V/def2-TZVPD

The geometry in XYZ format:
```
61
Properties=species:S:1:pos:R:3:forces:R:3:mulliken_charge:R:1
Pt -0.3340 -0.5223 0.5319 0.5 -0.2 0.0 0.52
C 2.3115 -0.4537 3.8727 0.0 0.0 0.0 -0.96
C 2.4322 -1.8032 4.1822 0.0 0.0 0.0 -0.52
C 1.6389 -2.7225 3.5272 -0.1 0.0 0.0 -0.81
C 0.7330 -2.2834 2.5665 0.0 0.0 0.1 1.03
N 0.6380 -0.9718 2.2689 0.3 0.0 -0.2 0.07
C 1.4074 -0.0823 2.9014 -0.1 0.0 0.1 -0.23
C -0.1587 -3.1071 1.7607 -0.1 0.0 0.0 1.13
C -0.3968 -4.4621 1.9792 0.0 0.0 0.0 -0.69
C -1.2842 -5.1430 1.1674 0.0 0.0 0.0 -0.77
C -1.9333 -4.4639 0.1404 0.0 0.0 0.0 -0.61
C -1.7054 -3.1135 -0.0775 0.0 0.0 0.0 -0.53
C -0.8147 -2.4119 0.7323 -0.6 0.0 -0.1 -0.35
H 2.9179 0.2967 4.3582 0.0 0.0 0.0 0.45
H 3.1473 -2.1316 4.9248 0.0 0.0 0.0 0.42
H 1.7199 -3.7788 3.7383 0.0 0.0 0.0 0.40
H 1.2799 0.9490 2.6013 0.1 0.0 -0.1 0.56
H 0.1036 -4.9821 2.7873 0.0 0.0 0.0 0.34
H -1.4778 -6.1943 1.3336 0.0 0.0 0.0 0.39
H -2.6326 -4.9955 -0.4935 0.0 0.0 0.0 0.40
H -2.2183 -2.5983 -0.8782 0.0 0.0 0.0 0.35
S -1.2722 0.2548 -1.4683 0.1 -0.2 0.1 -0.68
P 0.6156 0.7275 -2.1318 0.0 -0.1 0.0 1.10
S 2.0408 0.3687 -0.7887 -0.3 0.4 0.0 -0.43
C 0.5820 2.4801 -2.6157 0.0 0.0 0.0 0.32
C 0.1355 2.8662 -3.8764 0.0 0.0 0.0 -0.38
C 0.0919 4.2099 -4.2184 0.0 0.0 0.0 -0.68
C 0.4898 5.1729 -3.3026 0.0 0.0 0.0 -0.41
C 0.9309 4.7911 -2.0428 0.0 0.0 0.0 -0.73
C 0.9791 3.4493 -1.6998 0.0 0.0 0.0 -0.26
C 0.9322 -0.1458 -3.6913 0.0 0.0 0.0 0.26
C 2.2460 -0.2602 -4.1395 0.0 0.0 0.0 -0.35
C 2.5136 -0.8790 -5.3497 0.0 0.0 0.0 -0.63
C 1.4734 -1.3879 -6.1166 0.0 0.0 0.0 -0.39
C 0.1650 -1.2821 -5.6695 0.0 0.0 0.0 -0.65
C -0.1071 -0.6632 -4.4567 0.0 0.0 0.0 -0.36
H -0.1730 2.1201 -4.5979 0.0 0.0 0.0 0.36
H -0.2492 4.5028 -5.2029 0.0 0.0 0.0 0.39
H 0.4625 6.2209 -3.5724 0.0 0.0 0.0 0.38
H 1.2468 5.5404 -1.3282 0.0 0.0 0.0 0.39
H 1.3420 3.1406 -0.7272 0.0 0.0 0.0 0.34
H 3.0534 0.1256 -3.5292 0.0 0.0 0.0 0.35
H 3.5362 -0.9717 -5.6918 0.0 0.0 0.0 0.39
H 1.6853 -1.8729 -7.0609 0.0 0.0 0.0 0.37
H -0.6464 -1.6883 -6.2594 0.0 0.0 0.0 0.40
H -1.1253 -0.5945 -4.0959 0.0 0.0 0.0 0.36
C -0.8745 2.8384 1.7468 0.0 0.0 0.0 -0.57
C -1.1849 2.3809 3.1525 0.0 0.0 0.0 -0.48
O -1.8848 1.1629 3.0603 -0.1 0.1 0.0 -0.27
C -2.0693 0.5228 4.3040 0.0 0.0 0.0 -0.22
C -2.9076 -0.7138 4.0772 0.0 0.0 0.0 -1.05
H -0.2466 3.7304 1.7518 0.0 0.0 0.0 0.38
H -1.7812 3.0457 1.1798 0.0 0.0 0.0 0.36
H -0.3503 2.0331 1.2256 0.1 0.1 -0.1 -0.33
H -1.7746 3.1314 3.6968 0.0 0.0 0.0 0.43
H -0.2554 2.2304 3.7231 0.0 0.0 0.0 0.26
H -2.5534 1.2079 5.0137 0.0 0.0 0.0 0.41
H -1.0897 0.2519 4.7268 0.0 0.0 0.0 0.22
H -3.8856 -0.4429 3.6802 0.0 0.0 0.0 0.32
H -3.0482 -1.2576 5.0122 0.0 0.0 0.0 0.39
H -2.4164 -1.3713 3.3580 0.0 0.0 0.0 0.10
```
Positions in Å, forces in eV/Å.

Calculated values
* Kohn-Sham gap: 7.18 eV
* largest force on an atom: 0.64 eV Å⁻¹
* relative energy (zero: lowest compared OMol25 entry of this formula, charge and spin): 0.0000 eV
* E: -66199.0074 eV


No. 2
Formula: C27H29AuN8OSeSi
Source: OMol25
Level of theory: ωB97M-V/def2-TZVPD

The geometry in XYZ format:
```
68
Properties=species:S:1:pos:R:3:forces:R:3:mulliken_charge:R:1
Au -0.9352 0.9918 -1.1633 1.4 1.2 -0.3 1.03
C -1.5075 5.6067 -1.9142 0.1 -0.1 0.0 -1.00
N -0.3130 4.9802 -2.4985 -0.1 0.5 -0.1 0.05
C 0.6428 5.8422 -3.2104 0.0 0.0 0.1 -1.10
C -0.0971 3.6885 -2.2854 -0.2 -0.4 0.1 0.88
N -0.9703 2.9234 -1.6752 -0.2 0.2 0.1 -0.49
N 1.1017 3.1822 -2.7342 0.2 -0.3 0.0 -0.04
C 1.6119 1.8972 -2.6468 -0.1 0.1 0.0 0.76
N 2.8965 1.7871 -3.0141 0.1 -0.2 -0.1 -0.34
N 0.9182 0.8902 -2.2303 -0.6 -0.2 0.0 -0.41
H -1.5703 6.6308 -2.2599 0.0 0.0 0.0 0.25
H -1.4512 5.6216 -0.8237 0.0 0.0 0.0 0.39
H -2.4184 5.0955 -2.2305 0.0 0.0 -0.1 0.43
H 0.1163 6.7205 -3.5644 -0.1 0.0 0.0 0.32
H 1.0492 5.3525 -4.0952 -0.1 0.0 0.0 0.44
H 1.4501 6.1811 -2.5576 0.0 -0.1 0.0 0.38
H -1.8051 3.3900 -1.3482 0.1 0.1 -0.1 0.23
H 1.7502 3.8682 -3.0721 0.1 0.1 0.0 0.18
H 3.3765 2.5063 -3.5282 0.0 0.1 0.0 0.22
H 3.3285 0.8742 -3.0218 0.0 0.0 0.1 0.16
H 1.3922 -0.0148 -2.2152 -0.1 0.1 0.0 -0.13
O -1.1365 -0.8193 -0.7646 -0.4 -1.1 -0.1 -1.44
Si -0.3093 -1.8608 0.2214 -0.4 -2.0 0.5 -0.04
C -0.8036 -3.6555 -0.0805 -0.5 0.8 -0.9 0.14
C -1.8732 -3.9597 -0.9391 0.5 -0.4 0.1 -0.13
C -2.1333 -5.2889 -1.2718 -0.1 0.2 0.1 -0.68
C -1.3642 -6.3026 -0.7177 0.1 0.0 0.0 -0.54
C -0.3245 -6.0018 0.1588 -0.1 0.1 0.1 -0.66
C -0.0460 -4.6799 0.4889 -0.1 -0.2 -0.3 -0.14
C 1.4723 -1.8106 -0.3536 0.2 0.8 0.5 0.58
C 1.7099 -2.3075 -1.6401 0.1 0.0 -0.1 -0.75
C 2.9638 -2.1796 -2.2312 0.0 0.1 0.0 -0.40
C 4.0035 -1.5555 -1.5408 -0.1 0.0 -0.1 -0.80
C 3.7821 -1.0529 -0.2645 0.0 0.0 0.1 -0.71
C 2.5256 -1.1834 0.3245 0.0 0.0 -0.2 -0.18
C -0.9406 -1.7143 1.9787 0.8 0.8 0.2 1.00
C -0.1475 -1.7752 3.1312 -0.2 0.0 -0.1 0.11
C -0.7249 -1.6904 4.3946 0.0 -0.2 0.0 -0.94
C -2.1022 -1.5771 4.5229 0.0 0.0 -0.1 -0.48
C -2.9026 -1.5184 3.3843 0.0 -0.2 -0.1 -0.84
C -2.3282 -1.5862 2.1215 0.0 0.1 0.2 -0.49
H -2.4860 -3.1667 -1.3620 0.1 -0.1 0.0 0.32
H -2.9356 -5.5217 -1.9632 0.0 0.0 0.1 0.41
H -1.5833 -7.3367 -0.9565 0.1 0.1 0.0 0.40
H 0.2728 -6.7961 0.5908 -0.1 0.0 0.0 0.43
H 0.7664 -4.4641 1.1809 -0.1 0.0 -0.1 0.36
H 0.9084 -2.7945 -2.1897 0.1 0.0 0.1 0.41
H 3.1317 -2.5746 -3.2262 0.0 0.0 0.0 0.44
H 4.9835 -1.4723 -1.9966 0.0 0.0 0.0 0.47
H 4.5876 -0.5630 0.2713 0.0 -0.1 0.0 0.49
H 2.3656 -0.7812 1.3230 0.1 -0.2 -0.1 0.72
H 0.9313 -1.8986 3.0549 -0.1 0.0 0.0 0.46
H -0.0977 -1.7390 5.2784 -0.1 0.0 0.0 0.49
H -2.5572 -1.5646 5.5056 0.0 0.1 0.0 0.42
H -3.9816 -1.4667 3.4820 0.1 0.0 0.0 0.53
H -2.9666 -1.5527 1.2397 0.1 0.0 0.1 0.44
Se -3.9462 1.9204 2.1825 -0.5 -0.1 0.0 0.36
N -2.8783 1.7982 3.5580 0.2 0.1 0.2 -0.74
C -1.6548 1.6169 3.0856 0.1 0.1 -0.2 0.30
C -0.4474 1.4917 3.8335 0.0 0.0 0.0 -0.26
C 0.7209 1.3441 3.1473 0.0 0.2 0.0 -1.03
C 0.7288 1.3143 1.7238 -0.3 0.1 0.1 -0.67
N -0.3663 1.4201 1.0138 -0.2 0.0 0.1 -0.01
C -1.5583 1.5769 1.6556 0.3 0.0 0.4 1.24
N -2.6697 1.7238 0.9717 0.2 -0.1 -0.3 -0.65
H -0.4724 1.5278 4.9166 0.0 0.0 -0.1 0.53
H 1.6619 1.2571 3.6755 0.0 0.0 -0.1 0.44
H 1.6561 1.2052 1.1696 -0.1 0.0 0.1 0.90
```
Positions in Å, forces in eV/Å.

Calculated values
* total charge: +2
* Kohn-Sham gap: 4.62 eV
* largest force on an atom: 2.10 eV Å⁻¹
* relative energy (zero: lowest compared OMol25 entry of this formula, charge and spin): 0.0000 eV
* E: -119339.6500 eV